C30H24N9O2SSeTi | ωB97M-V with the def2-TZVPD basis set

XYZ file:
```
68
Properties=species:S:1:pos:R:3:forces:R:3:mulliken_spin:R:1
O -0.896 -1.463 4.667 -0.4 0.1 0.3 0.01
C 1.608 1.143 3.201 0.0 0.3 0.5 0.01
Ti 0.527 -0.602 0.874 2.8 -0.7 0.0 1.01
N -2.020 5.266 -0.925 0.6 0.0 0.1 0.21
H 0.411 -5.076 -1.578 0.0 0.0 -0.2 0.00
C 3.116 -0.019 1.877 0.2 0.1 0.1 0.00
H 0.901 -2.407 -2.652 0.0 0.0 0.1 0.00
H 1.856 -0.035 -2.889 -0.1 0.1 0.1 0.00
H 4.747 1.737 4.272 0.1 0.0 0.0 0.00
C -2.422 -0.844 0.521 0.7 0.0 -0.1 -0.02
C 0.462 -3.058 -0.645 -0.2 -0.8 0.4 0.02
N 0.787 1.466 0.254 -0.1 1.4 -0.7 -0.04
H -1.744 0.753 -2.238 0.0 0.1 0.1 0.03
C -2.866 1.805 -0.078 0.6 -0.2 0.1 0.12
H 2.954 -2.289 3.161 -0.4 0.1 -0.2 0.00
C 0.041 -0.847 -4.606 0.0 0.1 0.1 0.00
N 1.134 -2.042 3.948 0.2 -0.4 0.3 0.00
H -3.081 -1.040 -5.875 -0.1 0.0 -0.1 0.00
C -1.811 4.002 -0.566 -0.3 0.9 -0.3 -0.04
H 2.836 1.675 0.162 -0.1 0.0 0.1 -0.01
C -3.723 -0.390 0.341 -0.6 0.7 -0.1 0.07
C 0.870 0.093 -2.421 0.0 0.1 -0.2 0.00
N 1.846 0.312 2.192 1.5 0.4 1.1 -0.01
Se -3.795 5.487 -1.141 0.2 -0.2 0.1 0.19
C 0.738 -2.086 -1.620 0.0 0.5 -0.2 0.00
C -0.224 -0.163 -3.428 0.1 0.1 -0.1 -0.01
N -1.356 -0.052 0.429 -2.6 0.6 -0.5 0.04
H 1.057 -1.143 -4.828 0.1 0.0 -0.1 0.00
H -0.759 -1.683 -6.403 0.0 0.0 -0.1 0.00
H 2.385 2.335 4.795 -0.1 0.1 0.0 0.00
C -0.416 2.078 0.047 0.4 0.4 -0.1 0.11
C 2.617 1.676 3.974 -0.1 0.0 0.0 0.01
C 0.266 -4.448 -0.717 0.1 0.4 -0.3 0.01
C -3.957 0.946 0.041 0.3 -0.7 0.1 -0.04
H -2.239 -1.890 0.737 0.1 0.1 0.0 -0.01
S 3.284 -1.036 0.525 0.0 0.0 -0.6 -0.01
H 0.790 1.118 -2.058 0.1 -0.1 -0.1 0.01
C -0.179 -4.837 0.539 0.0 -0.1 0.1 0.00
C 4.197 0.482 2.629 -0.2 0.1 0.2 0.00
C -2.976 3.182 -0.443 -0.9 0.6 -0.2 -0.03
C -2.558 -0.099 -4.022 0.0 0.0 0.0 0.00
H -4.952 1.338 -0.116 -0.1 0.0 0.0 0.01
C 1.886 2.192 0.068 -0.2 -0.7 0.2 -0.01
H 2.810 4.070 -0.355 0.1 0.0 0.0 0.01
H -0.438 -5.833 0.856 0.0 -0.1 0.0 0.00
C -0.126 -1.447 3.717 0.5 -0.4 0.9 0.01
C -1.562 1.271 0.155 -0.5 -0.2 -0.1 0.04
N -4.137 3.775 -0.707 -0.2 -0.6 0.2 0.21
C -2.281 -0.782 -5.196 -0.1 -0.1 -0.1 0.00
N 0.162 -2.608 0.617 -0.5 -1.0 -0.6 -0.04
C 1.875 3.543 -0.257 -0.6 0.6 -0.2 0.07
H 0.563 1.381 3.391 0.1 -0.1 0.0 0.00
H -3.574 0.190 -3.791 0.0 0.0 0.0 0.00
H 1.841 -3.405 2.624 0.0 0.3 0.0 0.00
H 0.603 5.225 -0.740 0.0 0.1 0.0 0.01
N 0.734 -0.829 -1.295 -0.2 -0.9 -0.7 0.01
C 0.662 4.186 -0.459 0.6 -0.4 0.1 -0.05
C -0.234 -3.679 1.318 -0.2 0.0 0.1 0.02
N 1.980 -2.428 2.894 -0.2 -0.2 0.4 0.00
H -0.587 -3.602 2.336 0.1 0.1 0.1 0.00
O -0.336 -0.915 2.585 -0.5 -0.1 0.5 -0.02
H 1.135 -2.612 4.792 -0.1 0.2 -0.4 0.00
C -0.514 3.455 -0.329 -0.1 -0.5 0.2 0.13
H 5.201 0.198 2.354 0.0 0.0 0.0 0.00
H -4.546 -1.080 0.443 0.0 -0.1 0.0 0.01
C 3.939 1.327 3.681 -0.2 0.0 -0.1 0.00
C -1.532 0.215 -3.149 0.0 0.0 0.0 -0.03
C -0.980 -1.151 -5.488 -0.1 -0.1 -0.1 0.00
```
Positions in Å, forces in eV/Å.

Output
Total charge: -1
Orbital gap (alpha / beta) in hartree: 0.1654 / 0.2570
2S+1: 3
E_LUMO (alpha / beta) in eV: 1.9455 / 2.1079
Energy relative to the best compared isomer or geometry (same formula, charge and spin) in kJ/mol: 103.46